{"formula": "C30H68N2O8", "method": "ωB97M-V/def2-TZVPD", "gap_ev": 8.47, "total_charge": 0, "total_energy_ev": -51562.5615, "smiles": "CC1(C)CCCC(C)(C)N1O.CC1(C)CCCC(C)(C)N1O.COCCOC.COCCOC.COCCOC", "symbols": ["C", "C", "C", "C", "C", "C", "C", "C", "C", "N", "O", "H", "H", "H", "H", "H", "H", "H", "H", "H", "H", "H", "H", "H", "H", "H", "H", "H", "H", "H", "C", "C", "C", "C", "C", "C", "C", "C", "C", "N", "O", "H", "H", "H", "H", "H", "H", "H", "H", "H", "H", "H", "H", "H", "H", "H", "H", "H", "H", "H", "C", "O", "C", "C", "O", "C", "H", "H", "H", "H", "H", "H", "H", "H", "H", "H", "C", "O", "C", "C", "O", "C", "H", "H", "H", "H", "H", "H", "H", "H", "H", "H", "C", "O", "C", "C", "O", "C", "H", "H", "H", "H", "H", "H", "H", "H", "H", "H"], "xyz": [[20.53593, 23.65805, 9.33628], [19.99540, 24.96788, 8.68979], [20.21912, 25.02734, 7.14569], [18.44043, 25.09059, 8.92573], [17.81207, 26.48029, 8.98187], [18.60496, 27.33717, 9.98832], [20.09365, 27.48947, 9.53914], [20.10391, 28.49632, 8.37524], [20.77492, 28.17735, 10.81262], [20.74225, 26.14931, 9.29657], [22.11482, 26.25996, 8.87143], [20.19371, 23.59114, 10.36899], [20.20760, 22.77423, 8.78933], [21.62130, 23.65192, 9.43648], [21.28678, 24.88249, 6.98071], [19.58925, 24.24945, 6.71412], [19.91162, 25.93805, 6.63175], [17.91775, 24.69496, 8.05487], [18.17271, 24.41398, 9.73729], [17.67915, 26.87470, 7.97446], [16.80299, 26.44959, 9.39287], [18.55449, 26.90738, 10.98874], [18.23059, 28.35096, 10.13041], [20.97921, 28.28526, 7.76091], [20.12463, 29.48571, 8.83214], [19.33426, 28.35617, 7.61622], [20.48117, 27.57303, 11.67088], [20.51346, 29.22184, 10.98230], [21.84976, 28.35240, 10.85926], [22.53714, 25.80275, 9.60232], [10.07591, 20.39133, 3.38982], [11.49019, 20.05359, 3.98533], [12.71519, 20.14721, 2.92612], [11.79527, 21.08134, 5.00603], [10.96977, 20.91686, 6.26682], [11.16239, 19.57820, 6.94879], [10.81322, 18.43164, 5.94496], [11.31426, 17.12167, 6.63830], [9.27800, 18.34826, 5.72876], [11.50458, 18.73785, 4.64998], [11.59304, 17.60088, 3.80999], [10.21174, 21.12925, 2.59918], [9.63269, 19.53350, 2.88408], [9.37447, 20.66701, 4.17727], [12.46298, 19.52988, 2.06392], [12.79648, 21.19941, 2.65343], [13.70360, 19.80023, 3.22740], [12.84657, 21.02933, 5.28915], [11.66513, 22.07746, 4.58305], [11.17926, 21.72422, 6.96852], [9.90878, 21.04750, 6.05387], [10.43955, 19.51197, 7.76194], [12.15581, 19.55827, 7.39691], [10.70030, 16.97548, 7.52699], [12.39027, 17.03413, 6.78876], [11.08443, 16.31725, 5.93958], [8.64586, 19.23287, 5.65149], [8.87010, 17.83205, 6.59781], [9.05048, 17.69440, 4.88685], [10.72350, 17.60290, 3.40318], [7.25381, 14.71234, 9.45863], [7.25610, 15.85724, 10.25761], [7.66841, 15.60813, 11.57919], [9.17831, 15.52359, 11.89331], [9.67281, 16.89272, 11.96811], [9.70743, 17.74278, 10.77695], [6.81434, 13.79610, 9.85292], [8.23840, 14.24472, 9.45459], [6.93923, 14.97374, 8.44828], [7.26182, 14.64752, 11.89546], [7.22601, 16.40141, 12.18176], [9.74230, 14.86407, 11.23372], [9.33866, 15.06717, 12.87007], [10.01020, 18.74500, 11.08023], [8.78621, 17.79112, 10.19633], [10.46049, 17.43384, 10.05201], [19.15188, 18.94429, 7.36648], [20.50541, 18.50555, 7.53398], [21.23519, 18.56542, 6.27612], [22.75333, 18.12531, 6.44117], [23.29308, 18.12489, 5.05902], [24.63423, 17.60212, 4.90495], [18.38393, 18.17579, 7.45454], [18.91560, 19.40649, 6.40802], [18.95974, 19.57417, 8.23506], [21.20379, 19.58024, 5.87956], [20.67376, 18.08819, 5.47291], [22.95953, 17.16207, 6.90780], [23.02856, 18.84413, 7.21295], [25.31332, 18.33200, 5.34564], [24.89294, 17.53117, 3.84848], [24.75701, 16.68440, 5.48013], [13.61331, 19.71255, 10.11477], [14.26349, 20.99876, 10.01730], [13.80815, 21.88713, 9.03693], [14.86998, 22.93759, 8.77458], [16.17734, 22.42824, 8.49689], [16.48968, 21.43541, 7.46855], [13.98893, 19.08436, 9.30706], [12.54728, 19.83931, 9.92610], [13.58155, 19.00802, 10.94588], [12.95487, 22.38507, 9.49745], [13.46143, 21.35626, 8.15033], [14.82311, 23.57845, 9.65504], [14.47261, 23.50762, 7.93478], [17.56933, 21.35323, 7.34324], [16.30725, 21.62013, 6.40992], [15.98613, 20.50877, 7.74402]], "mulliken_charge": [-1.704, 1.699, -1.730, -0.593, -0.954, -1.267, 1.212, -1.722, -1.727, 0.310, -0.485, 0.414, 0.302, 0.397, 0.404, 0.427, 0.311, 0.004, 0.339, 0.441, 0.348, 0.441, 0.461, 0.378, 0.424, 0.333, 0.405, 0.396, 0.386, 0.367, -1.497, 1.253, -1.733, -1.104, -1.197, -0.658, 1.452, -1.772, -1.602, 0.237, -0.471, 0.435, 0.287, 0.332, 0.399, 0.414, 0.356, 0.310, 0.514, 0.404, 0.573, 0.380, 0.166, 0.250, 0.389, 0.446, 0.293, 0.439, 0.339, 0.373, -0.817, -0.303, -0.593, -0.393, -0.391, -0.636, 0.353, 0.313, 0.277, 0.412, 0.314, 0.294, 0.315, 0.302, 0.352, 0.198, -0.787, -0.397, -0.456, -0.504, -0.317, -0.666, 0.349, 0.355, 0.277, 0.326, 0.405, 0.345, 0.278, 0.287, 0.232, 0.289, -0.691, -0.416, -0.027, -0.699, -0.304, -0.509, 0.284, 0.230, 0.388, 0.546, -0.154, 0.298, 0.355, 0.033, 0.367, 0.257]}